The ion C7H15ClN with charge +1, computed with ωB97M-V with the def2-TZVPD basis set.

Each atom is followed by the atoms it is bonded to, with distances in Å.
CARTESIAN COORDINATES (ANGSTROEM)
1 C 1.463 0.298 0.651  C2 1.482, C3 1.506, C4 1.524
2 C 0.349 0.872 -0.140  C1 1.482, C7 1.486, Cl9 1.793
3 C 2.676 1.182 0.784  C1 1.506, H10 1.035, H11 1.114, H12 1.024
4 C 1.517 -1.181 1.016  C1 1.524, H13 1.090, H14 1.195, H15 1.127
5 C -1.749 -0.058 0.888  C7 1.525, H16 1.023, H17 1.099, H18 1.116
6 C -0.886 -0.982 -1.347  C7 1.601, H19 1.061, H20 1.142, H21 1.104
7 C -0.997 0.296 -0.390  C2 1.486, C5 1.525, C6 1.601, N8 1.547
8 N -1.818 1.303 -1.229  C7 1.547, H22 1.004, H23 1.082, H24 1.062
9 Cl 0.672 2.453 -0.923  C2 1.793
10 H 2.632 1.469 1.777  C3 1.035
11 H 3.591 0.575 0.598  C3 1.114
12 H 2.705 2.074 0.281  C3 1.024
13 H 2.308 -1.452 1.715  C4 1.090
14 H 0.434 -1.467 1.434  C4 1.195
15 H 1.550 -1.778 0.061  C4 1.127
16 H -1.329 -0.787 1.470  C5 1.023
17 H -2.767 -0.339 0.582  C5 1.099
18 H -1.928 0.717 1.671  C5 1.116
19 H -1.837 -1.437 -1.466  C6 1.061
20 H -0.464 -0.543 -2.313  C6 1.142
21 H -0.152 -1.623 -0.829  C6 1.104
22 H -2.056 0.813 -2.073  N8 1.004
23 H -1.306 2.221 -1.489  N8 1.082
24 H -2.762 1.525 -0.796  N8 1.062

Calculated values
**Net charge**: +1
**Kohn-Sham gap (alpha / beta)**: 6.32 / 10.15 eV
**LUMO level (alpha / beta)**: -0.1183 / -0.1935 Ha
**E_tot**: -21503.605 eV
**Spin multiplicity**: 3



The molecule C7H15ClNO4P, computed with ωB97M-V with the def2-TZVPD basis set.

Each atom is followed by the atoms it is bonded to, with distances in Å.
CARTESIAN COORDINATES (ANGSTROEM)
1 O -1.372 0.586 -1.103  P14 1.511
2 Cl -0.215 3.610 -0.656  C7 1.693
3 N -0.813 2.943 1.851  O4 1.469, C7 1.363
4 O -0.900 2.010 2.981  N3 1.469, H15 0.949
5 O -0.981 -0.344 1.236  C12 1.406, P14 1.655
6 O 1.168 0.310 -0.299  C13 1.404, P14 1.726
7 C -0.521 2.509 0.593  Cl2 1.693, N3 1.363, P14 1.845
8 C -2.751 -1.919 1.287  C12 1.525, H16 1.082, H17 1.135, H18 1.126
9 C -0.373 -2.600 1.537  C12 1.493, H19 1.079, H20 1.191, H21 1.105
10 C 1.598 -0.147 -2.673  C13 1.572, H22 1.149, H23 1.054, H24 1.077
11 C 2.869 1.664 -1.320  C13 1.558, H25 1.068, H26 1.113, H27 1.119
12 C -1.310 -1.658 0.859  O5 1.406, C8 1.525, C9 1.493, H28 1.183
13 C 1.517 0.914 -1.517  O6 1.404, C10 1.572, C11 1.558, H29 1.023
14 P -0.459 0.733 0.093  O1 1.511, O5 1.655, O6 1.726, C7 1.845
15 H -1.794 1.692 3.018  O4 0.949
16 H -3.054 -2.955 1.214  C8 1.082
17 H -2.808 -1.626 2.381  C8 1.135
18 H -3.457 -1.392 0.586  C8 1.126
19 H -0.659 -3.641 1.534  C9 1.079
20 H 0.722 -2.501 1.078  C9 1.191
21 H -0.310 -2.280 2.593  C9 1.105
22 H 2.262 -1.073 -2.528  C10 1.149
23 H 1.895 0.247 -3.604  C10 1.054
24 H 0.626 -0.557 -2.890  C10 1.077
25 H 3.569 1.038 -0.811  C11 1.068
26 H 2.812 2.654 -0.814  C11 1.113
27 H 3.179 1.870 -2.375  C11 1.119
28 H -1.413 -1.763 -0.315  C12 1.183
29 H 0.975 1.674 -1.934  C13 1.023

Calculated values
**Kohn-Sham gap**: 9.93 eV
**LUMO level**: -0.0110 Ha
**SMILES string**: CC(C)OP(=O)(OC(C)C)/C(Cl)=N\O
**E_tot**: -38991.479 eV
**Spin multiplicity**: 1